1.
This record from OMol25 describes a 2-piece molecular cluster, C3H8O2 overall at a distorted geometry. The level of theory is ωB97M-V/def2-TZVPD.

The value obtained for the gap between HOMO and LUMO is 10.46 eV. The value obtained for the HOMO energy is -9.93 eV. The value obtained for the molar mass is 76.09 g/mol. The structure (SMILES) is CCC=O.O. Its relative energy (zero: lowest compared OMol25 entry of this formula, charge and spin) is 107.7 kJ/mol.

CARTESIAN COORDINATES (ANGSTROEM)
O  2.340  -1.929  0.690
C  2.316  -0.850  0.083
C  0.238  0.483  0.714
C  1.772  0.422  0.653
H  2.556  -0.745  -1.003
H  -0.225  0.129  -0.222
H  -0.038  1.540  0.866
H  -0.164  -0.110  1.552
H  2.114  1.215  -0.039
H  2.326  0.543  1.604
O  -4.529  -0.167  -2.010
H  -4.579  -1.008  -1.503
H  -4.126  0.477  -1.385

Atom charges from the Mulliken analysis, given in e for atoms 1 to 2: number 1, O, carries -0.492; number 2, C, carries 0.021


2.
This record from OMol25 describes a 2-piece molecular cluster, C3H8O2S overall at a distorted geometry. The level of theory is ωB97M-V/def2-TZVPD.

The value obtained for the gap between HOMO and LUMO is 5.98 eV. The value obtained for the HOMO energy is -0.10 eV. The value obtained for the molar mass is 108.16 g/mol. Its relative energy (zero: lowest compared OMol25 entry of this formula, charge and spin) is 94.0 kJ/mol. The net charge is -2.

CARTESIAN COORDINATES (ANGSTROEM)
C  -0.348  -0.403  0.270
O  -0.087  0.087  1.563
C  0.737  0.098  -0.712
C  0.494  -0.572  -2.079
S  1.470  0.139  -3.487
H  -1.321  -0.092  -0.118
H  -0.208  -1.483  0.375
H  0.435  1.127  -0.939
H  1.710  -0.131  -0.283
H  0.687  -1.643  -1.921
H  -0.547  -0.393  -2.351
H  -0.611  0.384  2.339
H  -0.722  1.457  3.682
O  -1.689  1.426  3.661

Atom charges from the Mulliken analysis, given in e for atoms 1 to 2: number 1, C, carries -0.475; number 2, O, carries -0.426


3.
This record from OMol25 describes a 2-piece molecular cluster, C3H8O2S overall at a distorted geometry. The level of theory is ωB97M-V/def2-TZVPD.

The value obtained for the gap between HOMO and LUMO is 9.93 eV. The value obtained for the HOMO energy is -9.07 eV. The value obtained for the molar mass is 108.16 g/mol. The structure (SMILES) is O=CO.CCS. Its relative energy (zero: lowest compared OMol25 entry of this formula, charge and spin) is 129.4 kJ/mol.

CARTESIAN COORDINATES (ANGSTROEM)
C  -1.823  2.940  2.103
C  -0.472  3.278  2.589
S  0.709  1.764  2.578
H  -2.348  3.928  1.848
H  -2.367  2.150  2.730
H  -1.846  2.580  1.070
H  0.115  4.016  1.917
H  -0.586  3.616  3.676
H  1.212  2.146  3.689
O  2.498  -4.897  -5.142
C  1.899  -5.402  -4.271
O  0.520  -5.419  -4.340
H  2.312  -5.959  -3.392
H  0.180  -4.742  -5.054

Atom charges from the Mulliken analysis, given in e for atoms 1 to 2: number 1, C, carries -0.990; number 2, C, carries -0.372


4.
This record from OMol25 describes a 2-piece molecular cluster, C3H8O2S2 overall at a distorted geometry. The level of theory is ωB97M-V/def2-TZVPD.

The value obtained for the gap between HOMO and LUMO is 8.93 eV. The value obtained for the HOMO energy is -8.45 eV. The value obtained for the molar mass is 140.23 g/mol. The structure (SMILES) is O=CCCSS.O. Its relative energy (zero: lowest compared OMol25 entry of this formula, charge and spin) is 138.2 kJ/mol.

CARTESIAN COORDINATES (ANGSTROEM)
C  0.046  -0.685  1.210
C  -0.964  0.410  1.306
O  -2.092  0.368  0.893
C  1.433  -0.268  0.673
S  2.136  -0.856  -0.878
S  1.767  0.660  -2.276
H  -0.332  -1.590  0.749
H  0.254  -1.023  2.239
H  -0.613  1.301  1.857
H  2.187  -0.553  1.394
H  1.450  0.824  0.635
H  0.477  0.950  -2.049
H  -1.821  0.534  -1.240
H  -2.336  0.001  -2.562
O  -1.591  -0.072  -1.953

Atom charges from the Mulliken analysis, given in e for atoms 1 to 2: number 1, C, carries -0.150; number 2, C, carries -0.113


5.
This record from OMol25 describes a 2-piece molecular cluster, C3H8O3 overall at a distorted geometry. The level of theory is ωB97M-V/def2-TZVPD.

The value obtained for the gap between HOMO and LUMO is 11.26 eV. The value obtained for the HOMO energy is -10.61 eV. The value obtained for the molar mass is 92.09 g/mol. The structure (SMILES) is O=CO.CCO. Its relative energy (zero: lowest compared OMol25 entry of this formula, charge and spin) is 251.7 kJ/mol.

CARTESIAN COORDINATES (ANGSTROEM)
C  -0.977  1.628  -0.490
O  0.204  2.355  -0.207
C  -1.611  1.170  0.920
H  -0.773  0.779  -1.222
H  -1.738  2.338  -0.837
H  0.185  2.523  0.725
H  -1.062  0.448  1.581
H  -2.732  0.562  0.816
H  -1.750  2.008  1.592
O  1.936  -1.457  -0.743
C  0.976  -1.503  0.014
O  -0.003  -2.530  0.308
H  0.500  -0.545  0.431
H  -0.055  -2.825  -0.607

Atom charges from the Mulliken analysis, given in e for atoms 1 to 2: number 1, C, carries -0.204; number 2, O, carries -0.479


6.
This record from OMol25 describes an isolated ion of composition C3H8O3PS and charge -1 at a distorted geometry. The level of theory is ωB97M-V/def2-TZVPD.

The value obtained for the gap between HOMO and LUMO is 8.71 eV. The value obtained for the HOMO energy is -4.95 eV. The value obtained for the molar mass is 155.13 g/mol. The structure (SMILES) is CC[C@H](P)S(=O)(=O)[O-]. Its relative energy (zero: lowest compared OMol25 entry of this formula, charge and spin) is 296.3 kJ/mol. The net charge is -1.

CARTESIAN COORDINATES (ANGSTROEM)
C  1.770  -0.359  -1.305
C  1.109  -0.165  0.032
C  -0.438  -0.107  -0.041
O  -1.308  0.653  2.401
O  -0.911  -1.764  2.049
O  -2.723  -0.589  0.829
P  -0.922  1.540  -0.803
S  -1.409  -0.463  1.472
H  0.986  -0.552  -2.051
H  2.520  -1.128  -1.319
H  2.261  0.548  -1.611
H  1.476  -0.994  0.778
H  1.456  0.895  0.430
H  -0.800  -0.883  -0.806
H  -2.207  1.247  -0.540
H  -0.858  2.120  0.486

Atom charges from the Mulliken analysis, given in e for atoms 1 to 2: number 1, C, carries -1.097; number 2, C, carries -0.284


> Which value of gap between HOMO and LUMO does entry 1 give?

10.46 eV